a:
ORCA calculation (ωB97M-V/def2-TZVPD) on a single C3H7N3O molecule.

```
! RIJCOSX wB97M-V def2-TZVPD def2/J DEFGRID3
* xyz 0 1
C -1.680 0.396 1.907
N -1.619 -0.137 0.429
C -0.511 0.353 -0.391
O -0.620 1.375 -1.021
N 0.604 -0.434 -0.330
C 1.754 -0.146 -1.067
N 2.728 -0.953 -1.038
H -1.644 1.485 1.740
H -0.687 0.115 2.297
H -2.478 0.180 -0.019
H -1.654 -1.155 0.476
H 0.650 -1.250 0.267
H 1.673 0.789 -1.624
H 3.484 -0.616 -1.628
*
```

Its HOMO energy is -7.26 eV.

Atom charges from the Mulliken analysis, given in e for atoms 1 to 6:
1 C -0.817
2 N -0.216
3 C 0.444
4 O -0.555
5 N -0.234
6 C 0.026


b:
ORCA calculation (ωB97M-V/def2-TZVPD) on a molecular structure, C3H7N3O.

```
! RIJCOSX wB97M-V def2-TZVPD def2/J DEFGRID3
* xyz 0 1
C 0.055 1.707 -0.185
C -1.344 -0.547 -0.203
N 1.600 -1.001 0.597
C 0.688 -1.160 -0.394
O -0.159 0.464 -0.832
N -0.579 -1.592 -0.083
N -2.437 -0.057 0.118
H -3.115 -0.730 0.458
H 1.266 -0.751 1.515
H 2.587 -0.980 0.398
H 1.132 -1.482 -1.339
H 0.634 1.586 0.738
H -0.907 2.155 0.073
H 0.578 2.387 -0.861
*
```

Its HOMO energy is -8.41 eV.

Atom charges from the Mulliken analysis, given in e for atoms 1 to 6:
1 C -0.611
2 C 0.548
3 N -0.401
4 C 0.338
5 O -0.382
6 N -0.689


Computed energies relative to the best structure, in eV: a 0.206; b 0.000


a:
ORCA calculation (ωB97M-V/def2-TZVPD) on a single C3H7N3O molecule.

```
! RIJCOSX wB97M-V def2-TZVPD def2/J DEFGRID3
* xyz 0 1
H 3.329 0.519 -0.603
N 2.782 -0.333 -0.729
C 1.568 -0.004 -0.889
N 0.548 -0.936 -1.104
C -0.741 -0.669 -0.634
O -1.769 -1.027 -1.175
N -0.664 0.081 0.512
C -1.756 0.867 1.028
H 1.177 1.022 -0.880
H 0.695 -1.729 -1.710
H 0.142 -0.069 1.098
H -2.183 1.466 0.217
H -1.333 1.539 1.778
H -2.549 0.267 1.486
*
```

Its HOMO energy is -9.90 eV. As for the SMILES: [H]/N=C/NC(=O)NC.

Atom charges from the Mulliken analysis, given in e for atoms 1 to 6:
1 H 0.264
2 N -0.675
3 C 0.050
4 N -0.192
5 C 0.426
6 O -0.601


b:
ORCA calculation (ωB97M-V/def2-TZVPD) on a single C3H7N3O molecule.

```
! RIJCOSX wB97M-V def2-TZVPD def2/J DEFGRID3
* xyz 0 1
N -2.036 0.804 0.518
N -1.272 1.297 -0.512
C 0.059 1.372 -0.334
C 0.747 0.135 -0.164
N 1.979 0.002 0.463
C -0.014 -0.871 -0.745
O 0.031 -2.186 -0.372
H -1.614 0.026 1.030
H -2.940 0.512 0.154
H 0.585 2.272 -0.668
H 2.286 -0.941 0.657
H 2.128 0.622 1.249
H -0.529 -0.778 -1.692
H 0.592 -2.266 0.416
*
```

Its HOMO energy (spin up / spin down) is -7.22 / -7.22 eV. As for the SMILES: N/N=C\C(N)=C\O.

Atom charges from the Mulliken analysis, given in e for atoms 1 to 6:
1 N -0.314
2 N -0.470
3 C -0.268
4 C 0.449
5 N -0.564
6 C -0.356


c:
ORCA calculation (ωB97M-V/def2-TZVPD) on a single C3H7N3O molecule.

```
! RIJCOSX wB97M-V def2-TZVPD def2/J DEFGRID3
* xyz 0 1
C -0.471 1.948 -0.431
N -0.974 0.579 -0.509
C -0.118 -0.388 0.013
O 1.109 -0.004 0.709
N -0.425 -1.349 1.109
C 0.997 -1.446 0.681
N 0.603 -1.476 -0.744
H 0.524 1.993 -0.883
H -0.387 2.311 0.602
H -1.141 2.600 -0.997
H -1.896 0.488 -0.100
H -0.934 -2.145 0.713
H 1.767 -2.058 1.146
H 1.346 -1.052 -1.309
*
```

Its HOMO energy is -9.51 eV.

Atom charges from the Mulliken analysis, given in e for atoms 1 to 6:
1 C -0.805
2 N -0.306
3 C 0.610
4 O -0.521
5 N -0.593
6 C 0.123


d:
ORCA calculation (ωB97M-V/def2-TZVPD) on a single C3H7N3O molecule.

```
! RIJCOSX wB97M-V def2-TZVPD def2/J DEFGRID3
* xyz 0 1
C 1.562 1.142 -0.514
N 1.218 -0.227 -0.266
C 0.143 -0.778 0.131
N 0.172 -2.116 0.438
C -1.288 -0.281 0.332
N -1.629 0.945 -0.127
O -2.092 -1.001 0.905
H 2.654 1.220 -0.616
H 1.297 1.821 0.313
H 1.132 1.554 -1.437
H -0.615 -2.450 0.977
H 1.077 -2.499 0.664
H -1.011 1.513 -0.682
H -2.620 1.158 -0.119
*
```

Its HOMO energy is -8.93 eV. As for the SMILES: C/N=C(/N)C(N)=O.

Atom charges from the Mulliken analysis, given in e for atoms 1 to 6:
1 C -0.920
2 N -0.575
3 C 0.404
4 N -0.455
5 C 0.688
6 N -0.346


Computed energies relative to the best structure, in eV: a 0.000; b 3.856; c 3.533; d 0.078


a:
ORCA calculation (ωB97M-V/def2-TZVPD) on a single C3H7N3O molecule.

```
! RIJCOSX wB97M-V def2-TZVPD def2/J DEFGRID3
* xyz 0 1
H 0.739 -2.071 -2.028
N 1.408 -1.482 -1.528
C 0.777 -0.747 -0.697
N -0.659 -0.544 -0.615
O -1.301 0.014 -1.732
N 1.210 0.244 0.088
C -0.054 0.908 0.777
C -0.575 0.620 1.980
H -1.250 -1.006 0.067
H -0.747 0.786 -1.948
H 2.198 0.325 0.288
H -0.072 1.937 0.430
H -0.715 -0.401 2.314
H -0.959 1.417 2.604
*
```

Its HOMO energy is -8.08 eV. As for the SMILES: [H]/N=C(\NO)NC=C.

Atom charges from the Mulliken analysis, given in e for atoms 1 to 6:
1 H 0.259
2 N -0.723
3 C 0.399
4 N -0.236
5 O -0.398
6 N -0.091


b:
ORCA calculation (ωB97M-V/def2-TZVPD) on a single C3H7N3O molecule.

```
! RIJCOSX wB97M-V def2-TZVPD def2/J DEFGRID3
* xyz 0 1
H 1.764 2.873 2.387
N 1.288 1.975 2.379
C 1.190 1.548 1.187
N 0.574 0.332 0.937
C 0.140 -0.009 -0.343
O 0.410 0.666 -1.322
N -0.614 -1.146 -0.384
C -1.301 -1.549 -1.592
H 1.539 2.032 0.274
H 0.172 -0.111 1.753
H -0.724 -1.703 0.448
H -1.217 -0.727 -2.304
H -2.360 -1.734 -1.381
H -0.862 -2.447 -2.039
*
```

Its HOMO energy is -9.63 eV. As for the SMILES: [H]/N=C/NC(=O)NC.

Atom charges from the Mulliken analysis, given in e for atoms 1 to 6:
1 H 0.258
2 N -0.650
3 C 0.009
4 N -0.270
5 C 0.627
6 O -0.632


c:
ORCA calculation (ωB97M-V/def2-TZVPD) on a molecular structure, C3H7N3O.

```
! RIJCOSX wB97M-V def2-TZVPD def2/J DEFGRID3
* xyz 0 1
C -1.220 1.048 -0.038
N -0.260 -0.052 -0.071
C 1.326 0.451 0.406
N -0.787 -1.247 0.500
C 0.560 -0.218 -1.333
N 1.664 0.063 1.524
O 0.922 -1.312 -1.695
H -0.799 -1.958 -0.237
H -0.092 -1.571 1.181
H 2.654 -0.033 1.733
H 0.534 0.694 -1.935
H -1.191 1.594 0.902
H -1.048 1.808 -0.796
H -2.263 0.733 -0.141
*
```

Its HOMO energy is -8.23 eV.

Atom charges from the Mulliken analysis, given in e for atoms 1 to 6:
1 C -0.772
2 N 0.526
3 C -0.294
4 N -0.741
5 C 0.191
6 N -0.455


d:
ORCA calculation (ωB97M-V/def2-TZVPD) on a single C3H7N3O molecule.

```
! RIJCOSX wB97M-V def2-TZVPD def2/J DEFGRID3
* xyz 0 1
C -1.760 -0.116 0.374
N -0.860 1.011 0.228
C 0.342 0.565 0.349
N 1.229 1.129 1.178
C 0.998 -0.547 -0.499
N 0.375 -0.785 -1.681
O 2.069 -1.034 -0.179
H -2.179 -0.047 1.385
H -1.121 -1.020 0.449
H -2.588 -0.173 -0.348
H 2.144 0.719 1.275
H 0.860 1.808 1.822
H -0.378 -0.183 -1.978
H 0.869 -1.327 -2.375
*
```

Its HOMO energy is -8.36 eV. As for the SMILES: C/N=C(/N)C(N)=O.

Atom charges from the Mulliken analysis, given in e for atoms 1 to 6:
1 C -0.806
2 N -0.650
3 C 0.559
4 N -0.399
5 C 0.427
6 N -0.346


Computed energies relative to the best structure, in eV: a 5.613; b 0.000; c 4.857; d 1.137


a:
ORCA calculation (ωB97M-V/def2-TZVPD) on a single C3H7N3O molecule.

```
! RIJCOSX wB97M-V def2-TZVPD def2/J DEFGRID3
* xyz 0 1
C -0.625 1.939 -1.456
C -0.030 0.671 -0.776
N 0.291 0.707 0.491
N 0.949 -0.279 1.038
C 0.580 -1.515 1.538
N -0.331 -1.720 0.463
O 1.099 -2.271 2.293
H -1.262 2.226 -0.439
H 0.017 2.621 -2.083
H -1.257 1.461 -2.227
H 0.330 -0.361 -1.379
H 1.797 0.150 1.749
H -0.516 -2.678 0.461
H -1.041 -0.950 0.326
*
```

Its HOMO energy is -8.55 eV. As for the SMILES: C/C=N/NC(N)=O.

Atom charges from the Mulliken analysis, given in e for atoms 1 to 6:
1 C -0.767
2 C 0.037
3 N -0.585
4 N -0.003
5 C 0.434
6 N -0.471


b:
ORCA calculation (ωB97M-V/def2-TZVPD) on 2 unconnected molecules or ions with the total composition C3H7N3O.

```
! RIJCOSX wB97M-V def2-TZVPD def2/J DEFGRID3
* xyz 0 1
C 0.085 -1.863 -1.133
N -0.616 -0.777 -1.788
C -1.240 0.135 -1.302
N -1.831 1.168 -0.936
C 0.586 0.712 1.020
O -0.072 1.860 1.151
N 1.604 0.712 1.882
H -0.616 -2.666 -0.883
H 0.555 -1.480 -0.221
H 0.837 -2.265 -1.817
H -0.790 1.839 0.481
H -2.843 1.106 -0.892
H 2.224 -0.079 1.909
H 1.800 1.496 2.499
*
```

Its HOMO energy is -8.65 eV.

Atom charges from the Mulliken analysis, given in e for atoms 1 to 6:
1 C -0.432
2 N -0.344
3 C 0.703
4 N -0.720
5 C -0.381
6 O -0.464


c:
ORCA calculation (ωB97M-V/def2-TZVPD) on a single C3H7N3O molecule.

```
! RIJCOSX wB97M-V def2-TZVPD def2/J DEFGRID3
* xyz 0 1
C -1.901 -0.821 -0.403
C -1.994 0.402 0.517
C 2.458 0.118 0.079
N -0.726 -1.168 -0.659
N 0.182 -0.560 0.021
N 1.184 -0.018 -0.594
O -0.797 0.797 0.843
H -2.697 -1.439 -0.648
H -2.430 1.322 0.057
H -2.777 0.112 1.423
H 2.733 1.254 0.228
H 2.428 -0.437 1.061
H 3.363 -0.214 -0.562
H 0.973 0.652 -1.364
*
```

Its HOMO energy is -8.44 eV.

Atom charges from the Mulliken analysis, given in e for atoms 1 to 6:
1 C -0.147
2 C -0.117
3 C -0.696
4 N -0.554
5 N 0.172
6 N -0.011


Computed energies relative to the best structure, in eV: a 2.396; b 0.000; c 3.159


a:
ORCA calculation (ωB97M-V/def2-TZVPD) on a single C3H7N3O molecule.

```
! RIJCOSX wB97M-V def2-TZVPD def2/J DEFGRID3
* xyz 0 1
C -2.240 0.710 -0.297
N -1.117 0.700 0.623
C 0.085 0.213 0.275
O 0.291 -0.316 -0.889
N 1.211 0.170 0.937
C 1.824 -0.746 -0.467
N 2.031 -1.987 -0.348
H -2.160 -0.160 -0.950
H -2.258 1.615 -0.915
H -3.172 0.644 0.270
H -1.174 1.233 1.475
H 1.287 0.148 1.945
H 2.445 0.009 -0.952
H 2.948 -2.232 -0.706
*
```

Its HOMO energy is -8.56 eV.

Atom charges from the Mulliken analysis, given in e for atoms 1 to 6:
1 C -0.755
2 N -0.161
3 C 0.393
4 O -0.454
5 N -0.453
6 C 0.255


b:
ORCA calculation (ωB97M-V/def2-TZVPD) on 2 unconnected molecules or ions with the total composition C3H7N3O.

```
! RIJCOSX wB97M-V def2-TZVPD def2/J DEFGRID3
* xyz 0 1
H 1.566 -1.311 -0.485
N 2.257 -0.588 -0.283
C 1.750 0.448 0.279
O 0.988 0.448 1.497
H 2.478 1.250 0.403
H 0.463 -0.385 1.526
N -1.214 1.654 -1.414
C -0.658 0.635 -0.987
C -1.000 -0.602 -0.538
N -1.504 -0.784 0.740
H -0.613 2.417 -1.715
H -0.559 -1.474 -0.997
H -1.878 -1.706 0.930
H -2.075 -0.002 1.045
*
```

Its HOMO energy is -7.86 eV. As for the SMILES: [H]/N=C\O.N=C=CN.

Atom charges from the Mulliken analysis, given in e for atoms 1 to 6:
1 H 0.275
2 N -0.535
3 C 0.024
4 O -0.458
5 H 0.316
6 H 0.393


c:
ORCA calculation (ωB97M-V/def2-TZVPD) on a single C3H7N3O molecule.

```
! RIJCOSX wB97M-V def2-TZVPD def2/J DEFGRID3
* xyz 0 1
C 0.981 -0.159 -0.564
C -1.083 1.060 0.773
C -1.260 -0.514 0.187
N 0.074 0.954 1.563
N -0.201 -0.644 -0.792
N 2.173 -0.595 -0.919
O -0.491 -1.169 -1.907
H -0.997 1.647 -0.114
H -1.909 1.239 1.446
H -1.207 -1.112 1.046
H -2.258 -0.762 -0.326
H 0.855 1.620 1.178
H 2.320 -1.591 -0.834
H 3.005 0.026 -0.737
*
```

Its HOMO energy (spin up / spin down) is -7.89 / -8.31 eV.

Atom charges from the Mulliken analysis, given in e for atoms 1 to 6:
1 C -0.114
2 C -0.430
3 C -0.570
4 N -0.563
5 N 0.538
6 N -0.316


d:
ORCA calculation (ωB97M-V/def2-TZVPD) on a single C3H7N3O molecule.

```
! RIJCOSX wB97M-V def2-TZVPD def2/J DEFGRID3
* xyz 0 1
H -1.435 0.065 1.780
N -1.815 -0.136 0.865
C -0.983 -0.226 -0.079
N -1.414 -0.631 -1.316
N 0.406 0.025 0.019
C 0.884 0.834 1.126
C 1.325 -0.542 -0.807
O 2.513 -0.347 -0.747
H -0.983 -0.217 -2.125
H -2.418 -0.715 -1.363
H 0.870 0.272 2.062
H 0.269 1.729 1.226
H 1.912 1.113 0.901
H 0.870 -1.223 -1.543
*
```

Its HOMO energy is -9.60 eV. As for the SMILES: [H]/N=C(/N)N(C)C=O.

Atom charges from the Mulliken analysis, given in e for atoms 1 to 6:
1 H 0.247
2 N -0.716
3 C 0.586
4 N -0.486
5 N 0.046
6 C -1.164


Computed energies relative to the best structure, in eV: a 2.294; b 4.172; c 6.915; d 0.000


a:
ORCA calculation (ωB97M-V/def2-TZVPD) on a single C3H7N3O molecule.

```
! RIJCOSX wB97M-V def2-TZVPD def2/J DEFGRID3
* xyz 0 1
H -2.063 1.581 0.182
N -1.160 1.872 -0.303
C -0.644 0.742 -0.289
N -1.182 -0.413 0.664
O -1.943 -1.353 -0.411
C 0.839 0.539 -0.467
C 1.501 -0.163 0.699
N 1.083 -0.891 -0.734
H -2.099 -0.061 1.259
H -1.161 -1.897 -1.040
H 1.421 1.387 -1.019
H 0.928 -0.796 1.572
H 2.454 0.110 1.039
H 2.026 -0.658 -1.153
*
```

Its HOMO energy is -9.46 eV. As for the SMILES: [H]/N=C(\NO)[C@H]1CN1.

Atom charges from the Mulliken analysis, given in e for atoms 1 to 6:
1 H 0.284
2 N -0.641
3 C 0.335
4 N -0.355
5 O -0.512
6 C 0.164


b:
ORCA calculation (ωB97M-V/def2-TZVPD) on a single C3H7N3O molecule.

```
! RIJCOSX wB97M-V def2-TZVPD def2/J DEFGRID3
* xyz 0 1
C 1.509 0.967 -0.918
N 0.617 0.074 -1.080
C 0.286 -0.442 0.244
N 0.524 -1.808 0.543
C -1.154 -0.053 0.590
N -1.666 0.999 -0.100
O -1.709 -0.594 1.530
H 2.203 0.951 -0.067
H 1.600 1.808 -1.592
H 0.812 0.300 0.902
H -0.242 -2.275 1.010
H 1.084 -2.359 -0.089
H -1.318 1.184 -1.030
H -2.611 1.267 0.126
*
```

Its HOMO energy is -8.96 eV. As for the SMILES: C=N[C@H](N)C(N)=O.

Atom charges from the Mulliken analysis, given in e for atoms 1 to 6:
1 C -0.259
2 N -0.604
3 C 0.634
4 N -0.462
5 C 0.111
6 N -0.369


Computed energies relative to the best structure, in eV: a 5.712; b 0.000